1.
This record from OMol25 describes a structure of composition C17H27CdN3O4PSSi. The level of theory is the ωB97M-V functional and the def2-TZVPD basis.

Calculated values
- lowest unoccupied orbital energy (hartree) = -0.115
- calculated total energy (Ha) = -2325.896055
- relative energy (zero: lowest compared OMol25 entry of this formula, charge and spin) (kcal/mol) = 23.2
- total charge = +1
- HOMO-LUMO gap (eV) = 7.5020

Geometry as XYZ:
```
55
Properties=species:S:1:pos:R:3:forces:R:3:mulliken_charge:R:1
C -2.355783 -2.202064 0.716104 0.04 0.16 0.11 -0.639
H 2.362581 4.946611 3.883375 -0.05 0.03 0.07 0.325
H 7.087242 -1.604032 1.248822 -0.01 -0.03 0.00 0.164
H 1.479674 4.683463 5.395814 0.02 0.06 -0.07 0.343
H -1.698305 6.161367 4.516867 0.00 -0.11 -0.01 0.340
S 0.385609 2.531844 0.579865 -0.03 0.38 0.19 -0.529
N 0.263400 0.592896 2.366424 -0.03 0.19 0.05 -0.097
H 5.022404 -1.510315 1.624201 0.00 0.03 -0.03 0.288
O 7.247636 0.620484 -0.995850 0.02 -0.09 -0.02 -0.587
H -6.112504 0.101664 -0.135116 0.00 -0.04 -0.01 0.251
H -5.260203 1.594447 -0.576907 0.02 0.00 -0.02 0.323
H -0.172330 6.643929 2.011043 0.01 -0.09 -0.01 0.322
H -1.641258 4.607410 5.352563 -0.03 0.05 -0.07 0.333
C 0.027995 2.779974 3.355157 0.03 -0.07 -0.07 0.057
Si -0.047237 4.685086 3.440509 0.00 -0.13 -0.01 0.209
C -5.229617 0.703903 0.048435 0.06 0.02 0.05 -0.710
H -0.165284 0.258657 5.665956 0.00 0.03 -0.04 0.416
H 2.587939 -1.604496 1.451138 -0.04 0.02 0.03 0.438
N 7.475562 -0.871488 0.686766 -0.09 0.03 -0.12 -0.327
H 8.476835 -0.779285 0.649937 0.03 0.00 -0.01 0.248
P -2.607125 0.404218 0.050474 -0.40 0.02 0.12 0.247
C 3.163866 -1.075158 0.704486 -0.03 0.01 -0.13 -0.280
C 1.444302 5.190814 4.426839 0.20 0.08 0.12 -1.043
C 0.213246 1.944607 2.237550 0.05 -0.14 0.11 1.069
C 0.118277 0.013683 3.562735 0.05 0.03 -0.18 -0.431
C -0.096865 2.132366 4.582252 0.01 0.09 0.01 -0.383
N 2.481553 -0.484463 -0.283525 -0.20 -0.04 0.06 -0.570
C -2.244594 0.263688 -2.636096 0.05 0.15 0.14 -0.767
H 0.143689 -1.068389 3.579958 0.00 -0.03 -0.02 0.427
Cd 0.327574 0.152523 0.130628 0.19 -0.26 -0.17 1.036
O -4.091662 -0.117772 -0.293089 -0.04 -0.06 -0.16 -0.301
H 5.074411 0.846264 -1.959252 -0.03 -0.02 0.04 0.494
H -0.891737 5.252250 1.178640 0.09 0.06 0.04 0.314
H -1.941823 1.289082 -2.850456 0.00 0.01 0.03 0.306
H 0.869035 5.420919 1.259578 -0.10 0.04 0.02 0.320
C 3.163891 0.193925 -1.217644 -0.05 -0.08 0.02 -0.145
C -0.061013 5.571578 1.813776 0.01 0.03 -0.26 -1.029
C 5.246501 -0.326181 -0.182287 0.12 -0.08 -0.02 0.914
H -2.489708 4.747553 3.804801 0.05 0.03 0.06 0.313
H -3.326009 0.172062 -2.706280 -0.02 -0.02 0.00 0.294
C 4.540445 -1.021586 0.788019 0.05 -0.06 0.07 -0.663
O -2.005316 -0.810586 0.968924 0.03 -0.19 -0.19 -0.221
O -1.810444 -0.130067 -1.317483 0.12 -0.11 0.00 -0.306
H -1.780520 -0.411901 -3.346327 0.05 -0.05 0.00 0.263
H 1.440628 6.270082 4.613335 0.01 -0.11 -0.01 0.336
C -1.610967 5.079848 4.366496 -0.21 0.07 0.14 -1.024
C 4.537773 0.292012 -1.200607 0.02 0.01 -0.10 -0.511
H -1.453118 -2.756936 0.476444 0.07 0.00 -0.01 0.260
H -5.201881 0.994287 1.098142 0.02 -0.02 -0.01 0.345
C 6.755167 -0.162473 -0.214563 0.03 0.17 0.18 0.318
H -0.234554 2.728274 5.480345 0.00 -0.05 -0.04 0.286
H -2.791999 -2.593707 1.629514 -0.02 -0.01 0.04 0.245
C -0.056703 0.747872 4.707597 -0.02 0.04 0.12 -0.988
H -3.066939 -2.294708 -0.098011 -0.02 0.05 -0.04 0.300
H 2.584260 0.673064 -1.996017 -0.01 0.01 0.03 0.406
```
Positions in Å, forces in eV/Å.

=====

2.
This record from OMol25 describes a cluster of 2 separate species, C2H10N2 in total at a distorted geometry. The level of theory is the ωB97M-V functional and the def2-TZVPD basis.

Calculated values
- lowest unoccupied orbital energy (hartree) = 0.033
- calculated total energy (Ha) = -191.674065
- relative energy (zero: lowest compared OMol25 entry of this formula, charge and spin) (kcal/mol) = 14.6
- structure (SMILES) = CN.CN
- total charge = 0
- HOMO-LUMO gap (eV) = 9.9553

Geometry as XYZ:
```
14
Properties=species:S:1:pos:R:3:forces:R:3:mulliken_charge:R:1
H -2.287144 0.463890 -0.183787 -0.42 0.22 -0.26 0.209
H -1.218865 1.711730 -1.951326 -0.32 0.23 0.23 0.265
H 2.192614 -1.726389 2.510402 0.01 -0.29 -0.62 0.196
H 2.218274 -2.231319 -0.399208 -0.11 0.41 0.20 0.260
N 2.277214 -2.298239 1.662762 -0.07 -0.60 1.89 -0.538
H -2.636594 2.805569 -1.897666 0.50 -0.10 0.12 0.284
H 2.922664 -0.768619 0.358212 -0.25 -0.01 -0.29 0.240
N -2.851484 1.082269 -0.776927 0.33 0.02 0.76 -0.552
H 3.121273 -2.868128 1.787082 -0.46 0.56 -0.57 0.206
C -1.985575 2.152659 -1.292278 -0.32 0.07 -0.39 -0.665
H 1.153774 -1.045439 0.419252 0.37 -0.26 0.02 0.150
H -3.564354 1.492249 -0.163407 0.36 -0.27 -0.31 0.223
H -1.481245 2.768870 -0.529037 -0.12 -0.17 -0.15 0.235
C 2.139454 -1.539109 0.455922 0.51 0.20 -0.64 -0.513
```
Positions in Å, forces in eV/Å.

=====

3.
This record from OMol25 describes a structure of composition C10H7FeN2O5 at a distorted geometry. The level of theory is the ωB97M-V functional and the def2-TZVPD basis.

Calculated values
- lowest unoccupied orbital energy (spin up / spin down) (hartree) = -0.315 / -0.444
- calculated total energy (Ha) = -2133.815928
- ⟨S²⟩ = 8.85
- total charge = +2
- spin multiplicity = 6
- HOMO-LUMO gap (spin up / spin down) (eV) = 6.5190 / 5.7948

Geometry as XYZ:
```
25
Properties=species:S:1:pos:R:3:forces:R:3:mulliken_spin:R:1
C -1.899474 -1.403478 2.013415 -0.19 -0.70 1.14 0.188
O -2.415402 2.315828 -1.420691 3.25 -3.14 0.33 0.100
C -1.162014 -0.084270 -2.854642 -3.19 -1.13 -6.24 -0.070
H 2.753744 -1.127721 1.552264 0.07 -0.04 -0.27 -0.018
Fe -0.400940 0.209324 -1.281868 0.51 -1.59 1.30 2.328
C 1.087492 2.580848 -0.781134 2.57 0.40 1.96 0.085
C 0.737990 -1.051422 1.264914 1.07 0.26 -1.06 0.095
C 0.748325 1.780529 -2.025421 1.38 0.70 -1.36 0.231
C 1.242525 0.053829 -1.950807 4.70 -0.84 -2.28 0.178
O 2.258089 -0.351833 -2.391997 -2.48 0.85 1.32 0.202
H -1.161251 -2.682321 3.608690 0.14 0.26 -0.33 0.004
H 1.268813 -2.299294 2.908879 -0.33 -0.07 0.16 0.001
C 0.425235 -1.858847 2.381114 0.05 -0.49 0.61 0.174
H -2.947174 -1.490979 2.271146 0.02 -0.07 0.12 0.001
H 2.256660 0.011436 0.340076 0.07 0.03 -0.23 -0.022
N 2.032053 -0.804059 0.909717 -2.04 -0.10 1.32 0.415
H 0.621311 3.596815 -0.736897 0.13 -0.61 -0.10 0.031
H -2.285517 -0.057865 0.338305 0.02 -0.47 0.35 0.008
C -1.578058 1.501075 -1.325714 -5.39 6.17 0.10 0.036
N -0.267654 -0.532880 0.506312 -1.10 0.62 0.92 0.017
C -0.901576 -2.050825 2.753207 0.04 0.05 -0.11 -0.041
O -1.745255 -0.084788 -3.858343 2.27 -0.10 3.63 0.010
O 1.961543 2.208989 0.002234 -2.49 0.14 -1.55 0.156
C -1.553825 -0.626969 0.918538 1.86 0.11 -0.57 0.206
O 0.924361 2.248878 -3.141296 -0.94 -0.24 0.84 0.687
```
Positions in Å, forces in eV/Å.

=====

4.
This record from OMol25 describes a structure of composition C32H50Br6O20 at a distorted geometry. The level of theory is the ωB97M-V functional and the def2-TZVPD basis.

Calculated values
- lowest unoccupied orbital energy (hartree) = -0.020
- calculated total energy (Ha) = -18198.232658
- relative energy (zero: lowest compared OMol25 entry of this formula, charge and spin) (kcal/mol) = 0.0
- total charge = 0
- HOMO-LUMO gap (eV) = 8.9908

Geometry as XYZ:
```
108
Properties=species:S:1:pos:R:3:forces:R:3:mulliken_charge:R:1
O -3.952905 -0.684418 -4.270010 0.12 0.03 0.21 -0.576
H 6.125266 -4.375422 -2.029913 0.03 0.36 0.28 0.250
H 1.865965 6.541360 1.033640 -0.16 -0.01 0.14 0.312
O 0.996001 -0.555762 -2.268267 0.25 -0.30 -0.58 0.018
O -2.951467 -2.689507 -4.312496 -1.19 -0.55 -0.59 -0.391
C -6.323952 0.020776 -2.130158 0.03 -0.45 1.29 -0.323
Br -5.569169 2.624379 2.930890 0.23 0.94 -0.13 -0.031
H -4.719139 0.874452 -0.893264 -0.13 0.22 0.37 -0.001
O -6.626479 0.864934 0.059032 1.05 0.36 -0.47 -0.328
O 1.373893 6.339645 -3.028413 0.14 0.47 0.57 -0.565
H -3.236984 -3.210872 -1.484498 0.15 0.09 0.15 0.306
O 0.423711 5.300065 -1.305358 -0.76 -0.10 -0.60 -0.298
Br 0.402805 -6.923496 0.479336 0.52 0.35 0.08 -0.068
H -4.967208 -0.684112 0.963828 -0.27 -0.35 0.27 0.262
H 0.348690 4.409294 1.845573 -0.08 -0.39 0.03 0.405
H -0.724984 -3.649331 -5.017888 -0.17 -0.36 0.07 0.401
O -8.410398 2.129316 -0.398544 -0.10 -0.57 -0.19 -0.570
C 0.671211 1.060025 4.352235 -1.31 -0.29 -0.10 0.674
H -3.016363 1.466114 4.902512 -0.56 -0.19 0.32 0.126
H 2.328382 -2.482271 3.526996 -0.32 0.16 -0.13 0.381
O -7.540197 0.726103 -1.929448 -0.67 0.43 -1.13 -0.389
H 3.701589 -1.796066 -2.035889 -0.49 -0.05 -0.52 0.147
C 3.251625 1.727980 -3.420205 0.54 -0.23 1.00 -0.439
H 0.410692 -0.586798 1.863993 -0.06 -0.22 -0.01 -0.025
Br -4.745486 5.771326 2.036852 0.15 -1.32 0.78 -0.080
C 4.766834 -1.892717 4.585630 -0.35 0.96 -0.92 -0.430
H -0.920139 5.806966 0.120435 0.06 -0.07 0.28 0.269
Br 3.237460 -5.293422 0.634505 -1.14 -0.17 -0.12 -0.063
C 0.140832 5.547742 0.075032 0.11 0.18 -0.66 0.341
H -3.228269 -0.197695 5.687745 0.02 0.46 0.49 0.418
H 3.058679 0.843535 -5.425291 -0.16 -0.75 0.41 0.221
C 4.063039 -3.803568 -2.563617 0.86 -0.29 0.16 0.826
C 1.287779 -5.223578 0.874306 -0.45 -0.17 -0.40 -0.338
C 3.083533 -2.407143 2.737567 -1.49 -0.98 0.42 -1.072
O 5.249252 -1.580838 2.363198 -0.61 1.19 0.26 -0.233
H -6.026585 -1.834493 0.093012 -0.52 0.47 -0.28 0.464
C -0.331234 -0.662453 5.502126 -1.47 1.29 0.80 -0.396
H 4.366228 -1.344916 5.434521 -0.17 -0.34 0.10 0.289
H -5.797994 0.344213 -3.024664 -0.05 0.23 0.15 0.272
O 1.651316 7.040745 -0.888196 0.24 1.96 -0.31 -0.345
H 1.080194 -5.043825 1.920676 0.25 0.09 -0.03 0.412
H -0.029976 3.411873 0.379089 -0.01 0.01 0.05 -0.210
C -7.611489 1.303836 -0.731799 -0.19 0.93 0.34 0.548
H -2.539553 -4.538126 -3.348673 -0.45 0.17 -0.40 0.413
C 0.354278 -0.349556 0.803475 -0.20 0.23 -0.58 0.622
C -1.204872 0.636265 5.548737 -1.22 -1.67 1.70 0.414
H -2.664835 -0.036617 4.083860 0.17 0.17 -0.14 0.232
H -1.971962 1.661998 0.533824 0.46 -0.37 0.22 -0.735
H -4.360973 -1.507800 -0.376509 -0.13 0.03 -0.31 -0.087
C 1.047531 6.793006 0.354311 -0.17 -1.82 1.14 -0.445
H 3.356415 -3.445653 2.547903 0.76 0.24 0.23 0.307
H -0.073693 -0.988022 6.509634 0.46 0.11 -0.10 0.312
O 3.382408 -4.582481 -3.180613 -0.38 -0.06 0.00 -0.574
C -0.777591 -3.446875 -3.949804 0.45 0.06 0.74 -1.086
C -2.628782 0.459764 5.061360 0.48 -0.07 -1.76 -1.104
C 0.507758 4.269220 0.774177 0.47 0.96 0.74 -0.913
H 1.584492 4.186020 0.613065 -0.03 -0.53 0.08 0.487
O 0.788419 -0.226668 4.769257 0.90 -0.46 -0.55 -0.227
H -1.044061 1.283689 -0.954404 0.03 0.28 0.12 0.215
C 5.600835 -3.779419 -2.773632 -1.23 0.21 -0.62 -1.155
H 4.320753 1.531596 -3.452174 0.03 0.46 -0.30 0.289
H 1.379663 3.282811 -4.748996 0.45 0.05 0.37 0.302
C -5.599132 0.247703 -0.768800 -1.12 -1.93 -0.03 0.873
C 2.472588 1.379715 -4.675021 0.10 1.69 -0.91 0.559
H 5.810553 -4.219181 -3.747843 -0.08 -0.08 0.02 0.345
C -4.253920 4.087664 3.002762 -0.40 -0.21 -0.59 -0.442
H 2.760827 3.194545 -5.873044 0.24 -0.04 0.37 0.382
C -2.434747 -2.749260 -2.064370 1.05 -1.70 -0.95 0.240
O 1.385743 1.618752 3.592589 0.59 -0.05 0.13 -0.504
H -0.150672 -4.134116 -3.377348 0.12 -0.10 -0.25 0.384
H -0.342243 -2.452227 -3.819225 -0.18 0.08 0.16 0.042
H 0.457713 7.582225 0.818996 0.20 0.50 -0.67 0.303
C 6.337133 -1.217011 3.071065 0.42 -0.79 -0.85 0.579
C 3.510504 -2.788716 -1.603641 0.99 1.21 0.03 -0.269
Br -2.596638 3.383462 2.311195 0.04 0.41 0.20 0.087
O -0.473161 1.596975 4.843253 0.40 0.24 -0.21 -0.345
H 0.815359 -1.126850 0.196962 0.55 0.15 0.24 -0.956
Br 0.292602 -3.813328 -0.090096 0.84 -0.76 0.60 0.239
O -1.745820 -1.377606 0.556046 0.09 0.21 -0.54 -0.637
H 5.880553 -2.726896 -2.822737 0.52 -0.11 0.42 0.359
H -1.394766 0.912369 6.590827 0.91 0.55 0.04 0.189
H 4.169816 -2.616693 -0.746328 -0.12 -0.76 0.30 0.379
O 1.403220 0.653402 -4.118138 -0.81 -1.20 -1.11 -0.330
C 1.147517 6.283218 -1.855490 0.03 -1.28 -0.77 0.673
H 0.823234 0.618696 0.637999 0.12 -0.09 -0.12 0.242
H -1.487169 -2.719698 -1.531481 -0.41 0.23 0.21 -0.866
H 2.577884 -2.095355 1.822342 0.15 0.43 0.09 -0.109
O 2.766424 0.804600 -2.402323 0.18 -0.20 -0.91 -0.343
O 7.360754 -0.907622 2.546401 -0.03 0.16 0.80 -0.550
H -6.570758 -1.038993 -2.208882 0.03 0.00 -0.27 0.260
C -1.703612 0.883259 -0.180448 -0.32 -0.42 -1.48 1.045
C -3.310172 -1.539048 -3.742791 0.23 -0.01 -0.10 0.509
C 4.122765 -1.479859 3.255754 -0.40 -1.26 -0.26 0.678
C -1.080505 -0.379536 0.339651 -0.51 0.27 2.03 0.953
H -2.625564 0.596670 -0.689349 0.00 0.03 0.05 -0.763
H 3.001223 2.729416 -3.070428 0.27 0.06 -0.06 0.217
H 2.470413 -2.868151 -1.314444 0.07 -0.21 -0.21 -0.290
H -0.945705 -1.455939 5.074126 0.64 -0.12 -0.72 0.301
H 3.637171 -0.503778 3.332494 0.74 0.44 -0.31 0.198
H 4.709716 -2.977511 4.683046 0.45 0.01 0.30 0.304
H -4.101930 4.290009 4.054451 -0.07 0.35 -0.13 0.418
C -2.198869 -3.505837 -3.417700 0.88 0.80 0.48 0.349
O -2.799144 -1.478470 -2.491563 -0.66 1.34 0.11 0.043
O 6.090172 -1.387268 4.387003 0.77 0.00 0.39 -0.360
C 1.954539 2.625895 -5.407680 -0.67 0.60 0.10 -1.452
H 1.235190 2.512577 -6.222359 0.20 -1.01 -0.03 0.344
C -5.285861 -1.047264 -0.017453 2.00 0.67 0.30 -0.959
C 1.695988 0.169929 -2.917594 -0.77 0.87 1.70 0.241
```
Positions in Å, forces in eV/Å.